Record 1
Molecular formula: C32H85O31S10
Method: DFT, the ωB97M-V functional and the def2-TZVPD basis

electronic energy	-7584.16103	Ha
energy above the lowest of the compared OMol25 structures with the same formula, charge and spin	0.00	kJ/mol
HOMO-LUMO gap	4.126	eV

ORCA input file:
```
! RIJCOSX wB97M-V def2-TZVPD def2/J DEFGRID3
* xyz -1 1
C 21.68 -16.73 -23.99
C 22.69 -17.80 -24.55
O 23.31 -18.58 -23.63
H 20.87 -17.35 -23.60
H 21.21 -16.12 -24.76
H 22.10 -16.14 -23.17
H 23.32 -17.22 -25.23
H 22.06 -18.50 -25.09
O 27.18 -29.32 -24.74
S 26.25 -28.40 -25.39
O 24.98 -28.07 -24.72
O 27.08 -27.02 -25.88
C 26.25 -25.92 -26.25
C 26.87 -25.22 -27.40
C 25.80 -28.94 -27.09
H 26.21 -25.17 -25.46
H 25.20 -26.10 -26.48
H 27.92 -24.98 -27.26
H 26.45 -24.22 -27.49
H 26.78 -25.84 -28.30
H 25.24 -29.88 -27.13
H 26.76 -29.24 -27.53
H 25.27 -28.21 -27.69
O 16.54 -25.14 -21.71
S 17.64 -26.04 -21.71
O 18.33 -26.32 -20.46
O 17.12 -27.47 -22.25
C 16.18 -27.49 -23.32
C 15.32 -28.78 -23.22
C 18.84 -25.72 -23.12
H 16.74 -27.41 -24.25
H 15.51 -26.62 -23.40
H 14.77 -28.98 -24.14
H 14.68 -28.72 -22.34
H 15.98 -29.64 -23.14
H 18.35 -25.06 -23.83
H 19.05 -26.72 -23.51
H 19.65 -25.14 -22.70
O 9.11 -18.85 -26.66
S 9.86 -18.16 -25.63
O 9.61 -18.48 -24.22
O 11.47 -18.37 -25.91
C 12.33 -18.20 -24.86
C 13.55 -18.97 -25.21
C 9.85 -16.29 -25.84
H 12.03 -18.63 -23.91
H 12.57 -17.14 -24.79
H 13.34 -20.04 -25.31
H 14.23 -18.84 -24.37
H 13.95 -18.73 -26.19
H 10.16 -16.03 -26.85
H 10.41 -15.82 -25.03
H 8.82 -15.98 -25.63
O 29.02 -14.62 -30.58
S 28.61 -14.77 -29.21
O 29.42 -14.27 -28.06
O 27.08 -14.13 -29.11
C 26.13 -14.42 -30.11
C 24.96 -13.50 -29.83
C 28.11 -16.47 -28.83
H 25.89 -15.48 -30.14
H 26.56 -14.20 -31.09
H 25.24 -12.45 -29.92
H 24.49 -13.79 -28.90
H 24.22 -13.73 -30.60
H 27.28 -16.78 -29.47
H 27.79 -16.53 -27.79
H 28.98 -17.12 -28.90
O 26.00 -9.67 -21.81
S 26.14 -10.32 -23.12
O 25.03 -10.37 -24.10
O 27.47 -9.61 -23.92
C 27.25 -9.29 -25.29
C 28.55 -8.64 -25.77
C 27.01 -11.95 -22.91
H 26.40 -8.62 -25.42
H 27.00 -10.16 -25.89
H 28.76 -7.80 -25.10
H 28.54 -8.52 -26.85
H 29.38 -9.33 -25.60
H 26.25 -12.56 -22.43
H 27.89 -11.82 -22.27
H 27.30 -12.28 -23.90
O 20.22 -17.93 -14.80
S 20.80 -17.38 -16.03
O 20.38 -16.09 -16.56
O 22.41 -17.32 -15.66
C 23.36 -16.73 -16.60
C 24.69 -16.27 -15.97
C 20.86 -18.76 -17.27
H 22.97 -15.81 -17.03
H 23.48 -17.40 -17.45
H 25.14 -17.10 -15.42
H 24.49 -15.50 -15.23
H 25.53 -15.94 -16.59
H 19.82 -18.82 -17.57
H 21.33 -19.70 -16.97
H 21.35 -18.34 -18.16
O 31.96 -20.12 -18.59
S 32.52 -19.35 -19.79
O 32.51 -17.85 -19.81
O 34.22 -19.70 -19.82
C 34.59 -21.04 -19.96
C 35.81 -21.14 -20.82
C 31.84 -20.07 -21.35
H 33.80 -21.71 -20.29
H 34.64 -21.43 -18.94
H 35.51 -20.87 -21.83
H 36.21 -22.15 -20.95
H 36.66 -20.51 -20.57
H 31.09 -19.32 -21.63
H 31.50 -21.10 -21.21
H 32.68 -20.03 -22.05
O 18.54 -23.80 -30.77
S 19.67 -23.78 -31.72
O 20.70 -24.82 -31.67
O 19.21 -23.78 -33.34
C 18.10 -22.99 -33.71
C 17.37 -23.87 -34.71
C 20.47 -22.06 -31.70
H 18.41 -22.04 -34.16
H 17.54 -22.67 -32.83
H 16.98 -24.77 -34.24
H 17.96 -24.17 -35.58
H 16.48 -23.39 -35.11
H 20.98 -21.90 -32.66
H 21.19 -22.14 -30.88
H 19.72 -21.31 -31.47
O 25.86 -25.42 -15.90
S 26.36 -25.77 -17.23
O 27.81 -25.75 -17.43
O 25.80 -27.31 -17.62
C 24.41 -27.57 -17.48
C 24.22 -29.05 -17.22
C 25.40 -24.69 -18.45
H 24.02 -27.29 -18.46
H 23.89 -26.90 -16.79
H 24.62 -29.72 -17.97
H 23.17 -29.34 -17.20
H 24.74 -29.35 -16.31
H 25.55 -25.01 -19.49
H 25.72 -23.65 -18.38
H 24.38 -24.54 -18.10
O 15.43 -11.55 -25.63
S 16.05 -10.33 -25.03
O 15.42 -9.03 -25.19
O 16.26 -10.65 -23.46
C 16.71 -11.89 -23.00
C 15.64 -12.70 -22.25
C 17.78 -10.34 -25.53
H 17.46 -11.77 -22.22
H 17.08 -12.54 -23.79
H 15.57 -12.12 -21.34
H 16.03 -13.72 -22.17
H 14.69 -12.66 -22.78
H 17.75 -9.86 -26.51
H 18.22 -11.33 -25.68
H 18.42 -9.78 -24.85
*
```

Atomic partial charges in e from the Löwdin method, atoms 1 to 4: number 1, C, carries -0.159; number 2, C, carries -0.619; number 3, O, carries -0.418; number 4, H, carries 0.035

Record 2
Molecular formula: C32H87N5O9
Method: DFT, the ωB97M-V functional and the def2-TZVPD basis

electronic energy	-2222.16356	Ha
energy above the lowest of the compared OMol25 structures with the same formula, charge and spin	164.49	kJ/mol
HOMO-LUMO gap	9.581	eV
SMILES	COC[C@H](C)N.COC[C@H](C)N.COC[C@H](C)N.COC[C@H](C)N.COC[C@H](C)N.CC(C)O.CC(C)O.CC(C)O.CC(C)O

ORCA input file:
```
! RIJCOSX wB97M-V def2-TZVPD def2/J DEFGRID3
* xyz 0 1
C -1.69 3.05 -1.18
O -2.38 4.29 -0.99
C -1.38 5.22 -0.71
C -1.74 6.00 0.56
C -3.02 6.80 0.60
N -0.50 6.74 0.94
H -1.25 2.83 -0.27
H -0.88 3.18 -1.89
H -2.42 2.31 -1.48
H -0.39 4.78 -0.42
H -1.17 5.93 -1.55
H -1.78 5.21 1.33
H -3.19 7.14 1.59
H -3.83 6.15 0.25
H -2.87 7.54 -0.17
H -0.75 7.61 1.43
H -0.09 7.02 0.04
C 4.60 -0.94 1.66
O 4.52 0.27 0.93
C 3.61 1.20 1.44
C 3.34 2.35 0.40
C 2.19 3.28 0.98
N 2.88 1.95 -0.91
H 3.63 -1.52 1.67
H 5.04 -0.67 2.65
H 5.23 -1.66 1.15
H 2.65 0.70 1.69
H 4.01 1.74 2.26
H 4.24 2.95 0.26
H 1.22 2.70 1.12
H 1.92 4.07 0.34
H 2.46 3.65 2.02
H 3.15 2.72 -1.55
H 3.44 1.14 -1.13
C -1.01 2.27 3.13
O -1.95 1.21 3.30
C -1.54 0.25 4.23
C -2.71 -0.72 4.69
C -2.09 -1.60 5.78
N -3.24 -1.61 3.68
H -1.46 2.99 2.49
H -0.11 1.83 2.69
H -0.77 2.71 4.07
H -0.72 -0.40 3.80
H -1.19 0.68 5.22
H -3.48 -0.10 5.15
H -1.38 -2.29 5.36
H -2.85 -2.18 6.31
H -1.56 -1.00 6.57
H -3.51 -2.46 4.13
H -3.99 -1.19 3.11
C 2.60 -1.26 -4.22
O 3.64 -0.88 -3.41
C 4.79 -0.50 -4.11
C 5.66 0.27 -3.16
C 6.90 0.78 -3.89
N 6.07 -0.54 -1.92
H 2.19 -0.42 -4.76
H 1.78 -1.67 -3.62
H 2.91 -2.04 -4.91
H 5.22 -1.35 -4.64
H 4.53 0.17 -4.99
H 5.05 1.15 -2.82
H 7.75 1.09 -3.29
H 6.72 1.62 -4.49
H 7.31 0.04 -4.58
H 6.24 0.09 -1.19
H 5.17 -0.99 -1.59
C -5.80 -1.84 0.56
O -5.74 -0.60 1.31
C -5.59 0.58 0.52
C -5.74 1.85 1.32
C -5.89 3.10 0.44
N -4.71 1.95 2.36
H -6.78 -2.08 0.19
H -5.66 -2.59 1.34
H -4.98 -1.92 -0.15
H -4.59 0.47 -0.02
H -6.30 0.62 -0.35
H -6.66 1.87 1.88
H -6.74 3.00 -0.29
H -5.00 3.19 -0.10
H -6.01 4.01 1.00
H -4.74 1.14 2.97
H -3.83 1.86 1.84
C -2.04 -2.09 -3.63
C -1.66 -0.72 -4.13
C -2.79 0.31 -4.12
O -0.50 -0.11 -3.66
H -1.34 -2.86 -3.98
H -2.96 -2.30 -4.19
H -2.27 -2.17 -2.57
H -1.45 -0.88 -5.21
H -3.07 0.38 -3.03
H -3.68 -0.04 -4.65
H -2.43 1.25 -4.50
H -0.41 -0.07 -2.70
C 4.51 -3.47 -1.11
C 3.51 -4.51 -0.87
C 4.14 -5.89 -0.88
O 2.93 -4.20 0.40
H 5.00 -3.46 -2.08
H 5.33 -3.53 -0.44
H 4.04 -2.48 -1.05
H 2.73 -4.64 -1.61
H 3.42 -6.71 -1.05
H 4.84 -6.09 -0.02
H 4.68 -6.10 -1.81
H 2.18 -4.75 0.65
C -1.88 -4.47 0.71
C -0.49 -4.31 1.23
C -0.44 -3.52 2.59
O 0.07 -5.58 1.57
H -2.50 -5.13 1.25
H -1.78 -4.91 -0.30
H -2.34 -3.48 0.53
H 0.03 -3.73 0.47
H 0.68 -3.43 2.81
H -0.97 -4.13 3.39
H -0.80 -2.49 2.48
H 0.07 -6.16 0.82
C -1.16 -0.77 0.22
C 0.28 -0.26 0.08
C 1.35 -1.33 -0.32
O 0.19 0.72 -0.91
H -1.16 -1.54 0.91
H -1.48 -1.15 -0.76
H -1.79 0.03 0.63
H 0.56 0.24 1.08
H 2.34 -0.93 -0.53
H 1.06 -1.92 -1.20
H 1.42 -2.10 0.47
H 1.02 1.20 -0.94
*
```

Atomic partial charges in e from the Löwdin method, atoms 1 to 4: number 1, C, carries -0.090; number 2, O, carries -0.166; number 3, C, carries -0.246; number 4, C, carries -0.443